{"formula": "C23H42N5O", "method": "ωB97M-V/def2-TZVPD", "homo_ev": -9.879, "total_charge": 1, "orbital_gap_ev": 4.984, "lumo_energy_ev": -4.894, "species": ["O", "N", "N", "N", "N", "N", "C", "C", "C", "C", "C", "C", "C", "C", "C", "C", "C", "C", "C", "C", "C", "C", "C", "C", "C", "C", "C", "C", "C", "H", "H", "H", "H", "H", "H", "H", "H", "H", "H", "H", "H", "H", "H", "H", "H", "H", "H", "H", "H", "H", "H", "H", "H", "H", "H", "H", "H", "H", "H", "H", "H", "H", "H", "H", "H", "H", "H", "H", "H", "H", "H"], "positions_angstrom": [[3.537824, 3.191803, 0.907970], [2.377547, 1.524179, -4.735436], [-0.511730, 4.567345, 1.397871], [-2.733374, -4.134971, 5.025213], [-2.448143, -0.586997, -0.972361], [0.721116, 4.465621, 0.923417], [-1.625837, 1.144646, 0.462879], [3.555083, 2.360012, -4.920386], [-3.166156, -0.434698, 1.319550], [3.713241, 1.792174, 0.991783], [2.418064, 0.636257, -7.057704], [1.564398, 1.834800, -3.581572], [-2.955847, -5.353011, 5.790343], [-1.178307, 3.470692, 1.194604], [-2.381873, 0.671961, 1.520776], [-2.719901, -4.847905, 2.566460], [2.713209, 3.590206, -0.166992], [1.598753, 1.248823, -5.932315], [0.569292, 2.253761, 0.053745], [-1.189843, -2.256409, 4.531672], [-0.724552, 2.287473, 0.565926], [-1.361704, -3.667822, 5.071766], [-3.138773, -1.015952, 0.073866], [3.357613, 3.757317, -5.519444], [0.714152, 3.111125, -3.621913], [1.260343, 3.448971, 0.289066], [-3.375436, -4.083617, 3.723507], [-1.707402, 0.474941, -0.740706], [-2.242218, -6.629706, 5.333525], [2.949493, 4.598979, -0.508419], [-3.455750, -3.030642, 3.431793], [4.319521, 4.147680, -5.856706], [-1.640768, -4.692255, 2.522855], [-0.006988, 3.102012, -2.796466], [3.959822, 1.321321, 0.031406], [-2.317597, -7.388477, 6.114636], [2.968534, 4.466785, -4.789557], [-0.163190, -1.921805, 4.690004], [0.811750, 0.535693, -5.671075], [2.855835, 2.871527, -0.980602], [0.144247, 3.202570, -4.545093], [0.987244, 1.403545, -0.464904], [-4.030425, -5.546626, 5.841162], [4.074794, 2.453165, -3.961821], [1.089650, 2.147453, -6.311740], [4.253927, 1.813388, -5.557072], [3.156384, 1.334098, -7.454453], [-4.410337, -4.417396, 3.829354], [2.692566, 3.749206, -6.383493], [-3.744880, -1.907140, -0.073118], [-3.135192, -4.500060, 1.616771], [-0.673874, -4.339143, 4.534926], [-1.106602, 0.852515, -1.570907], [2.831491, 1.268470, 1.391452], [-2.657413, -5.151033, 6.823835], [2.207509, 1.866982, -2.693689], [2.935061, -0.262837, -6.720297], [-1.035727, -3.664343, 6.114938], [-2.698238, -7.052562, 4.439371], [-1.853626, -1.557021, 5.044345], [-3.732053, -0.796451, 2.167015], [1.759956, 0.357079, -7.880615], [-2.330681, 1.170936, 2.483007], [-2.913448, -5.917224, 2.621226], [-1.181175, -6.466560, 5.141660], [-2.200529, 3.471410, 1.562359], [1.324294, 4.005945, -3.497006], [0.890687, 0.985600, -3.410998], [1.303920, 5.284378, 1.080531], [-1.388726, -2.204672, 3.458463], [4.520997, 1.584493, 1.691811]], "forces_ev_per_a": [[0.1, 0.5, -0.2], [0.1, 0.0, 0.3], [0.5, -0.7, -0.3], [-0.2, 0.0, 0.1], [0.0, 0.0, 0.3], [0.3, 0.9, 0.2], [0.1, 0.0, 0.1], [0.2, 0.0, -0.2], [0.3, 0.5, 0.8], [0.0, -0.8, 0.4], [0.1, 0.0, 0.0], [-0.3, -0.1, 0.0], [0.0, -0.1, 0.3], [-1.4, -0.2, 0.6], [0.1, 0.7, 0.4], [-0.1, 0.0, -0.1], [-0.3, -1.0, 0.5], [0.0, 0.0, -0.2], [-1.3, 1.5, 0.9], [0.0, 0.1, -0.1], [0.5, -0.5, -0.2], [0.1, 0.0, -0.1], [-1.1, -1.3, -0.2], [0.1, 0.1, 0.1], [0.0, 0.1, 0.3], [1.5, -0.8, -1.4], [0.0, 0.2, -0.2], [0.8, 0.3, -1.0], [-0.1, -0.1, 0.0], [0.1, 0.0, 0.2], [0.1, 0.0, 0.0], [0.0, 0.0, 0.0], [0.0, 0.0, 0.0], [0.0, 0.0, 0.0], [0.0, 0.3, 0.0], [0.0, 0.0, 0.0], [-0.1, 0.0, -0.1], [0.0, 0.0, 0.0], [0.0, 0.1, 0.2], [-0.1, 0.4, -0.3], [0.0, 0.0, 0.0], [0.1, 0.1, 0.0], [0.0, 0.1, -0.1], [-0.1, -0.1, 0.1], [0.0, 0.0, 0.0], [-0.1, 0.0, 0.0], [0.0, 0.0, 0.0], [0.0, -0.1, 0.1], [0.0, 0.0, 0.0], [0.1, 0.1, -0.2], [0.0, 0.0, 0.0], [0.1, 0.0, 0.0], [-0.2, -0.1, -0.1], [0.0, 0.2, -0.1], [0.1, 0.1, 0.0], [0.2, 0.0, -0.1], [0.0, 0.0, 0.0], [-0.1, -0.1, 0.0], [0.1, 0.0, 0.0], [-0.1, -0.1, 0.0], [-0.2, -0.4, -0.3], [0.0, 0.0, 0.0], [-0.1, -0.1, 0.0], [0.1, 0.0, 0.0], [0.0, 0.0, 0.0], [0.1, 0.2, 0.0], [0.0, 0.0, -0.1], [0.0, 0.0, -0.1], [-0.1, 0.0, 0.0], [0.0, 0.0, 0.0], [0.0, 0.3, -0.1]], "mulliken_charge": [-0.400, 0.130, -1.031, 0.088, -0.552, 0.523, 0.397, -0.612, -0.490, -0.639, -1.439, -0.524, -0.696, -0.296, -0.633, -0.979, -0.101, -0.336, -0.070, -1.323, 0.446, -0.407, -0.375, -0.982, -0.987, -0.095, -0.382, -0.458, -0.964, 0.555, 0.034, 0.387, 0.224, 0.380, 0.310, 0.396, 0.258, 0.477, 0.424, -0.265, 0.369, 0.873, 0.352, 0.291, 0.278, 0.407, 0.312, 0.349, 0.251, 0.416, 0.356, 0.257, 0.521, 0.247, 0.415, -0.078, 0.337, 0.469, 0.224, 0.313, 0.489, 0.440, 0.494, 0.325, 0.276, 0.602, 0.222, 0.406, 0.296, 0.206, 0.298]}

{"formula": "C23H43AsNO6P2PdS", "method": "ωB97M-V/def2-TZVPD", "homo_ev": [-10.839, -10.845], "total_charge": 1, "orbital_gap_ev": [5.765, 5.838], "relative_energy_ev": 0.855, "lumo_energy_ev": [-5.074, -5.008], "species": ["Pd", "As", "S", "P", "P", "O", "O", "O", "O", "O", "O", "N", "C", "C", "C", "C", "C", "C", "C", "C", "C", "C", "C", "C", "C", "C", "C", "C", "C", "C", "C", "C", "C", "C", "C", "H", "H", "H", "H", "H", "H", "H", "H", "H", "H", "H", "H", "H", "H", "H", "H", "H", "H", "H", "H", "H", "H", "H", "H", "H", "H", "H", "H", "H", "H", "H", "H", "H", "H", "H", "H", "H", "H", "H", "H", "H", "H", "H"], "positions_angstrom": [[-0.432391, 1.856391, 0.421249], [-2.544125, 0.771382, 0.816278], [0.461297, 5.919684, 0.212280], [2.206334, 0.940653, 0.872077], [1.239621, 1.573037, -1.929563], [3.650522, 0.654825, 1.421127], [-0.130251, 0.730055, -2.087679], [1.804964, 2.314011, 1.216224], [1.236733, -0.195099, 1.488181], [1.940699, 1.562866, -3.337013], [1.059611, 2.946221, -1.457511], [-1.016545, 3.736664, 1.092027], [-0.358389, 4.644631, 0.667810], [-3.402989, -2.118226, 2.788179], [1.752962, 0.532325, -5.496565], [-3.401042, 1.257907, 2.498713], [1.277136, -0.331590, 2.960640], [-1.875567, -0.080324, -3.484684], [4.891258, -0.944407, 2.705092], [0.161737, 0.456336, 3.616628], [2.326894, 0.385735, -4.098810], [-3.218799, -2.047428, 1.408229], [-3.999835, -2.853489, 0.584483], [-1.059669, 1.154074, -3.161553], [-5.089267, -3.807031, 2.501433], [-1.909054, 2.359029, -2.791716], [1.198853, -1.814151, 3.265926], [-4.222502, 0.832405, -0.194225], [5.484221, -0.468780, 0.312085], [-4.924021, -3.733074, 1.126557], [-4.333966, -2.989002, 3.330431], [4.360197, -0.611798, 1.322752], [2.220490, 0.455373, -0.882774], [3.842612, 0.309109, -4.119299], [-2.162837, -1.167221, 0.818253], [6.099510, 0.393722, 0.567590], [-1.206927, -1.287933, 1.327125], [4.254662, 0.164394, -3.119665], [0.248348, -2.233992, 2.932089], [-2.412223, -0.406053, -2.593647], [2.237379, 0.058381, 3.302783], [0.280089, 0.432346, 4.700002], [-3.873644, 2.221275, 2.305080], [0.664328, 0.490738, -5.483955], [1.906650, -0.502380, -3.614228], [4.164541, -0.520553, -4.746990], [1.923218, -0.584825, -1.001438], [-4.956169, 0.295329, 0.405908], [-0.790735, -0.005744, 3.362743], [-4.166688, 0.529712, 2.758936], [2.006273, -2.353844, 2.770227], [3.653762, -1.384891, 1.000999], [-5.796093, -4.504719, 2.929744], [-5.515321, -4.363593, 0.475724], [-2.705903, 1.386596, 3.321529], [-2.593658, 0.136730, -4.274214], [-4.544100, 1.867868, -0.296097], [6.106168, -1.362583, 0.328697], [4.249851, 1.236333, -4.522481], [-2.430484, 2.709660, -3.683261], [-0.446066, 1.426831, -4.021295], [0.182685, 1.495984, 3.291527], [5.451988, -1.877564, 2.676069], [3.246474, 0.586907, -1.229928], [4.079595, -1.053646, 3.423730], [-4.171177, 0.374077, -1.177425], [-1.228302, -0.896813, -3.805991], [-2.653306, 2.110722, -2.038588], [-2.797366, -1.499505, 3.442482], [-3.862028, -2.805196, -0.490116], [-1.287010, 3.173611, -2.426850], [1.281460, -1.973981, 4.340658], [2.118236, -0.266653, -6.140022], [2.060520, 1.491503, -5.913014], [5.551016, -0.144966, 3.042341], [-4.470192, -3.036503, 4.402936], [-1.998952, -1.412316, -0.233465], [5.104698, -0.335557, -0.701513]], "forces_ev_per_a": [[-0.6, 1.2, 0.5], [-0.8, 0.2, 0.4], [-0.3, -0.4, 0.1], [0.7, -1.0, 0.4], [0.0, -0.5, -1.0], [0.0, 0.1, 0.0], [0.3, 0.4, 0.1], [-0.5, 0.0, -0.3], [0.3, 0.4, -0.1], [0.0, 0.0, 0.0], [-0.1, 0.0, 0.3], [-0.5, -1.7, -0.1], [0.6, 0.6, -0.3], [0.1, 0.0, 0.0], [0.0, 0.1, 0.2], [0.3, 0.2, 0.0], [-0.1, -0.2, 0.4], [0.2, 0.1, 0.0], [-0.1, 0.1, -0.1], [0.2, 0.0, -0.3], [0.1, -0.2, -0.2], [-0.1, 0.0, 0.1], [0.1, 0.1, 0.0], [-0.3, -0.1, -0.2], [0.0, 0.0, 0.0], [0.3, -0.1, 0.1], [0.1, 0.1, -0.2], [0.3, 0.2, -0.2], [-0.2, 0.1, 0.0], [-0.1, 0.0, 0.0], [0.0, 0.0, 0.0], [0.2, -0.3, 0.0], [-0.3, 0.7, 0.3], [-0.1, 0.1, 0.1], [0.3, 0.3, -0.1], [0.0, 0.0, 0.0], [0.0, 0.0, 0.0], [0.0, 0.0, 0.0], [0.0, 0.0, 0.0], [-0.1, 0.0, 0.0], [0.0, 0.0, -0.1], [0.0, 0.0, 0.0], [0.0, 0.0, 0.0], [0.0, 0.0, -0.1], [0.0, 0.0, 0.0], [0.0, 0.0, 0.0], [0.0, 0.0, 0.0], [0.1, 0.0, 0.1], [-0.2, 0.1, 0.0], [0.0, -0.1, -0.1], [0.0, 0.0, 0.0], [0.0, 0.0, 0.0], [0.0, 0.0, 0.0], [0.0, 0.0, 0.0], [0.1, 0.0, 0.0], [0.0, 0.0, 0.0], [0.1, 0.0, 0.0], [0.0, 0.0, 0.0], [0.0, 0.0, 0.0], [0.0, -0.1, 0.0], [0.1, 0.0, 0.1], [-0.1, 0.0, 0.0], [0.0, 0.0, 0.0], [0.0, 0.0, 0.1], [0.1, 0.0, 0.0], [0.2, 0.0, 0.0], [0.0, 0.0, 0.0], [0.0, 0.0, 0.1], [0.0, 0.0, 0.0], [0.0, 0.0, 0.0], [0.0, 0.1, 0.0], [0.0, 0.0, 0.0], [0.0, 0.0, 0.0], [0.0, 0.0, 0.0], [0.0, 0.0, 0.0], [0.0, 0.0, 0.0], [0.0, 0.0, 0.0], [0.1, 0.0, 0.0]], "mulliken_charge": [0.666, 0.781, -0.286, 0.287, 0.316, -0.213, 0.025, -0.691, 0.014, -0.182, -0.647, -0.725, 0.626, 0.094, -1.510, -1.374, 0.406, -1.289, -1.543, -1.017, 0.873, 0.149, -0.300, 0.754, -0.467, -1.256, -1.528, -1.417, -1.119, -0.735, -0.856, 0.910, -0.043, -1.043, -0.110, 0.341, -0.406, -0.059, 0.264, 0.058, 0.673, 0.490, 0.444, 0.329, 0.211, 0.435, 0.589, 0.481, -0.249, 0.520, 0.358, 0.220, 0.403, 0.414, 0.323, 0.421, 0.449, 0.447, 0.344, 0.454, 0.246, 0.335, 0.426, -0.330, 0.297, 0.352, 0.379, 0.145, 0.380, 0.393, 0.302, 0.425, 0.458, 0.346, 0.378, 0.432, 0.548, -0.013]}

- What is the formula in the first record?
  C23H42N5O